(1)
{
  "formula": "C10H57ClNO23S",
  "method": "ωB97M-V/def2-TZVPD",
  "orbital_gap_ha": 0.3533,
  "de_lowest_kcal_mol": 0.0,
  "charge": 1,
  "elements": ["Cl", "S", "O", "O", "O", "O", "O", "O", "O", "O", "O", "O", "O", "O", "O", "O", "O", "O", "O", "O", "O", "O", "O", "O", "O", "N", "C", "C", "C", "C", "C", "C", "C", "C", "C", "C", "H", "H", "H", "H", "H", "H", "H", "H", "H", "H", "H", "H", "H", "H", "H", "H", "H", "H", "H", "H", "H", "H", "H", "H", "H", "H", "H", "H", "H", "H", "H", "H", "H", "H", "H", "H", "H", "H", "H", "H", "H", "H", "H", "H", "H", "H", "H", "H", "H", "H", "H", "H", "H", "H", "H", "H", "H"],
  "positions_angstrom": [[-1.7144, 2.7609, -0.9704], [-2.6106, 1.5480, 0.3975], [3.8600, 3.6419, -2.3418], [-5.0758, 2.5932, -2.5206], [2.9484, 3.6701, 4.0476], [4.3359, -1.2224, 3.7755], [4.7710, -4.2695, 4.3752], [-6.4391, -4.4163, -0.5489], [-4.3680, -0.3295, -2.7111], [-7.6437, 3.9375, -2.9774], [4.8892, -3.7724, -0.2056], [-2.4387, -0.7228, -4.9369], [0.7746, 9.3427, 5.0715], [-8.3323, -2.2977, -0.8231], [2.2109, -3.2179, 3.4581], [-2.7526, 2.3319, 1.5687], [0.9394, 2.1216, 1.2826], [-3.8450, 1.0318, -0.1040], [2.3463, 6.6535, 4.4809], [2.2614, -1.1623, -1.3478], [6.2009, 2.8412, 3.6428], [-2.8218, -4.1810, -4.8231], [-1.3363, -3.5351, -2.3705], [-5.2791, -1.3862, -5.8413], [-3.8129, -2.9258, -0.9361], [4.4278, -0.7981, 0.2545], [2.6962, 0.1599, -1.3009], [3.1764, -1.2093, 0.9402], [4.0787, 0.3497, -0.6425], [-0.2298, -1.6558, -0.2902], [-0.3922, -0.1462, -0.0592], [3.8697, 2.3681, 0.9869], [0.9416, -2.1996, 0.5059], [2.3151, -1.8687, -0.1084], [-1.5777, 0.1517, 0.8452], [4.0300, 1.5400, 0.1843], [-6.2824, -5.3652, -0.5237], [4.5693, -5.1749, 4.1133], [-3.7668, 0.0163, -3.3850], [0.1246, 9.4847, 4.3764], [4.6862, -1.6047, -0.3270], [-2.2400, -3.5736, -2.0350], [-0.4485, 0.3654, -1.0070], [0.1080, 2.5682, 1.0736], [-1.4165, -3.0520, -3.1917], [3.5860, 3.0682, 1.7232], [-1.2179, 0.3111, 1.8471], [0.7184, 8.3988, 5.2571], [1.5572, 2.4484, 0.6213], [-7.8592, 3.7073, -3.8867], [2.6901, 7.4981, 4.7965], [-2.5428, -1.5923, -5.3618], [-1.6902, -0.3199, -5.3909], [3.9619, 3.0839, -1.5647], [2.8017, 0.4881, -2.3243], [-2.2565, -0.6875, 0.8937], [0.4935, 0.1813, 0.4637], [-0.0914, -1.8349, -1.3372], [-6.7055, 4.1621, -3.0036], [-7.1009, -4.3005, -1.2427], [4.2006, -4.3937, 0.0580], [-4.6832, -1.0218, -6.5026], [2.7044, -0.4058, 1.4872], [5.5872, -4.0577, 3.9090], [-8.7187, -1.5587, -0.3437], [4.2521, -0.3449, 4.1665], [3.0117, -3.4397, 3.9546], [4.4265, -1.8102, 4.5352], [-5.9545, 2.2102, -2.4113], [-1.1074, -2.2068, 0.0094], [3.4358, -1.9559, 1.6721], [0.8787, -1.8083, 1.5156], [-7.4984, -2.4644, -0.3701], [2.7847, -2.8071, -0.3290], [-2.8496, -5.1357, -4.7103], [1.9763, 0.8328, -0.8520], [4.8875, 0.5108, -1.3418], [-4.0247, -0.0064, -1.8558], [5.5485, -4.3240, -0.6423], [1.9240, -2.3841, 3.8425], [0.8672, -3.2684, 0.6254], [2.6887, 4.2152, 4.8017], [-4.6862, -3.1744, -0.6037], [5.3123, 2.8729, 4.0197], [3.8148, 4.5391, -1.9957], [-3.4374, -4.0014, -5.5452], [2.1123, 3.3356, 3.7005], [-4.9331, -1.0657, -5.0005], [5.1881, -0.5464, 0.8843], [6.1182, 3.2893, 2.7959], [-4.0024, -2.3721, -1.7047], [-4.5338, 2.1288, -1.8731], [2.6279, 6.6156, 3.5617]]
}


(2)
{
  "formula": "C10H5Cl4N2O2",
  "method": "ωB97M-V/def2-TZVPD",
  "smiles": "Cc1nccn1[C@@]1(Cl)C(Cl)=C([O-])C(=O)C(Cl)=C1Cl",
  "orbital_gap_ha": 0.2331,
  "de_lowest_kcal_mol": 0.0,
  "charge": -1,
  "elements": ["Cl", "Cl", "Cl", "Cl", "O", "O", "N", "N", "C", "C", "C", "C", "C", "C", "C", "C", "C", "C", "H", "H", "H", "H", "H"],
  "positions_angstrom": [[-1.4821, 1.6446, 3.2178], [2.9621, -0.4923, 2.4583], [-3.1955, -0.4922, 1.3933], [1.4311, 2.1811, 1.6503], [1.3244, -2.8286, 1.7490], [-1.4632, -2.8753, 1.5051], [-1.2425, 1.5570, 0.5938], [-1.3712, 2.1159, -1.5642], [-1.7914, 2.8062, 0.5303], [-1.8808, 3.1439, -0.8094], [0.6725, -1.8057, 1.8936], [-0.9559, 1.1725, -0.7209], [-0.8801, 0.7907, 1.7410], [-0.8739, -1.8037, 1.7056], [-1.5224, -0.5506, 1.6277], [-0.3178, -0.1071, -1.0838], [0.6420, 0.6781, 1.7880], [1.3027, -0.4726, 2.0503], [0.6621, -0.1891, -0.5877], [-0.1701, -0.1408, -2.1662], [-0.9577, -0.9498, -0.7806], [-2.0985, 3.3842, 1.3868], [-2.2751, 4.0791, -1.2016]]
}


(3)
{
  "formula": "C10H5ClIrNO5",
  "method": "ωB97M-V/def2-TZVPD",
  "multiplicity": 5,
  "orbital_gap_ha": [0.1908, 0.2124],
  "de_lowest_kcal_mol": 0.0,
  "s_squared": 6.028,
  "charge": 2,
  "elements": ["Ir", "Cl", "O", "O", "O", "O", "O", "N", "C", "C", "C", "C", "C", "C", "C", "C", "C", "C", "H", "H", "H", "H", "H"],
  "positions_angstrom": [[-0.4248, -2.0376, 0.6538], [-1.5267, 4.2658, 0.1836], [1.9328, -2.8863, 3.6611], [1.0614, 0.2663, 2.1236], [-3.0547, -2.2675, 2.2468], [-1.5547, -1.0572, -2.0686], [1.8678, -3.8032, -0.4070], [0.2114, 0.8817, -0.7528], [0.9009, -3.1651, 3.2119], [-0.3761, 1.8610, -0.0592], [0.9996, -3.1720, 0.0299], [0.7909, 1.1508, -1.8925], [-0.0235, 3.4100, -1.8496], [0.7357, 2.4091, -2.5180], [0.5040, -0.5618, 1.5258], [-1.0961, -1.3680, -1.0497], [-0.5857, 3.1198, -0.6488], [-2.0613, -2.2199, 1.6650], [1.2570, 2.5801, -3.4730], [1.3757, 0.3269, -2.3800], [-0.7668, 1.6775, 0.9435], [-0.0259, -3.8268, 3.1741], [-0.1411, 4.4163, -2.3199]]
}


(4)
{
  "formula": "C10H5ClN2OS",
  "method": "ωB97M-V/def2-TZVPD",
  "smiles": "S=c1nc2cc(Cl)c3ccc[nH]c3c2o1",
  "orbital_gap_ha": 0.2085,
  "elements": ["Cl", "S", "O", "N", "N", "C", "C", "C", "C", "C", "C", "C", "C", "C", "C", "H", "H", "H", "H", "H"],
  "positions_angstrom": [[0.8225, -1.6480, 3.1483], [0.4326, -1.8750, -4.5868], [-0.1992, -0.5313, -2.4550], [0.7027, -2.6139, -1.9578], [-0.6502, 1.5772, -0.6115], [0.7401, -2.1002, 0.4909], [0.6078, -1.8230, -0.8880], [0.3406, -1.7181, -2.9514], [0.6259, -1.1145, 1.4639], [-0.6778, 2.3398, 1.6405], [-0.1403, 1.0339, 2.0725], [-0.9446, 2.5215, 0.3307], [0.2809, 0.0927, 1.0793], [-0.0055, 0.3837, -0.2835], [0.1551, -0.5808, -1.1883], [-0.8390, 3.0481, 2.3728], [-0.6427, 1.7851, -1.6710], [-1.3839, 3.5078, -0.0712], [0.8783, -3.1114, 0.9778], [-0.1034, 0.8263, 3.0879]]
}


(5)
{
  "formula": "C10H5N5O",
  "method": "ωB97M-V/def2-TZVPD",
  "smiles": "c1ccc2c3nc4nonc4[nH]c-3nc2c1",
  "orbital_gap_ha": 0.2612,
  "elements": ["O", "N", "N", "N", "N", "N", "C", "C", "C", "C", "C", "C", "C", "C", "C", "C", "H", "H", "H", "H", "H"],
  "positions_angstrom": [[-1.3783, 4.5127, -1.7480], [-2.1871, 1.1402, -0.8431], [-0.1376, 4.0210, -1.3177], [0.5130, 2.0019, -0.0961], [-1.4273, -1.0108, -0.1351], [-2.2699, 3.3976, -1.6723], [-1.6437, 2.3922, -1.1812], [2.3220, -2.1579, 1.3057], [0.8253, -0.5301, 0.3360], [0.2094, 0.6998, -0.0841], [1.3668, -3.1151, 1.2289], [0.0204, -2.7874, 0.6938], [-0.3842, 2.8471, -0.7925], [1.9979, -0.8245, 0.9269], [-1.2039, 0.2251, -0.3998], [-0.1867, -1.4681, 0.2343], [2.7769, -0.0093, 1.0403], [-0.7692, -3.6189, 0.5226], [-3.2443, 0.8598, -0.8071], [3.3562, -2.3453, 1.5325], [1.4444, -4.2302, 1.2561]]
}


(6)
{
  "formula": "C10H6Cl2N2O3RhSm",
  "method": "ωB97M-V/def2-TZVPD",
  "multiplicity": 10,
  "orbital_gap_ha": [0.2310, 0.1910],
  "s_squared": 24.814,
  "charge": 4,
  "elements": ["Sm", "Rh", "Cl", "Cl", "O", "O", "O", "N", "N", "C", "C", "C", "C", "C", "C", "C", "C", "C", "C", "H", "H", "H", "H", "H", "H"],
  "positions_angstrom": [[-1.5007, -0.9381, -2.1535], [1.1673, 0.7336, 1.2914], [-2.7893, -3.0666, -1.6951], [-3.1188, 1.7090, -1.5934], [0.6099, 1.3703, -4.2258], [1.9370, 1.9581, -1.3677], [0.6289, -2.2227, -4.5868], [-2.4936, -1.1843, 2.5582], [-0.5714, -0.5290, 1.6486], [0.8929, -0.9546, 3.5281], [1.6667, 1.4569, -0.3230], [0.0227, -1.7610, -3.7090], [-1.9136, -0.6257, 1.4658], [-1.5281, -1.6808, 4.8849], [-1.5037, -1.4849, 3.4999], [0.0117, 0.7754, -3.4337], [0.8912, -1.1904, 4.9124], [-0.3064, -1.5395, 5.5634], [-0.2858, -1.1327, 2.8582], [-2.4855, -1.9181, 5.3951], [-3.5208, -1.3361, 2.7735], [1.7379, -0.6307, 2.9038], [-2.5434, -0.2280, 0.6465], [-0.2817, -1.6519, 6.6468], [1.8160, -1.0948, 5.4715]]
}


(7)
{
  "formula": "C10H6F5MoN2OS2",
  "method": "ωB97M-V/def2-TZVPD",
  "multiplicity": 3,
  "orbital_gap_ha": [0.2625, 0.2839],
  "de_lowest_kcal_mol": 1.3,
  "s_squared": 2.028,
  "charge": 1,
  "elements": ["Mo", "S", "S", "F", "F", "F", "F", "F", "O", "N", "N", "C", "C", "C", "C", "C", "C", "C", "C", "C", "C", "H", "H", "H", "H", "H", "H"],
  "positions_angstrom": [[-0.1600, 0.0425, -0.3559], [0.8048, -1.4055, 1.1308], [-0.4703, -1.0765, -2.3811], [2.1688, -0.0097, -1.1369], [6.2418, -2.3423, -0.8766], [2.7264, -3.4461, 2.0245], [5.2249, -3.9010, 1.0978], [4.6960, -0.4236, -2.0256], [0.2103, 1.9808, -0.0607], [-3.0668, -1.5375, -1.3115], [-0.2590, 3.8879, 1.0064], [2.9498, -0.9524, -0.5494], [-1.3086, 1.7648, 1.7207], [4.2282, -1.1565, -1.0254], [3.2111, -2.7000, 1.0417], [2.4233, -1.6954, 0.4909], [5.0132, -2.1455, -0.4465], [-1.9935, -1.3464, -1.6980], [-1.8526, 0.6577, 0.7852], [-0.4143, 2.5958, 0.8666], [4.4950, -2.9332, 0.5741], [-0.7019, 1.3042, 2.5067], [-2.6215, 1.0846, 0.1335], [-0.7508, 4.4073, 1.7154], [-2.0892, 2.3513, 2.2068], [0.3595, 4.3878, 0.3834], [-2.3287, -0.1348, 1.3616]]
}


(8)
{
  "formula": "C10H6F5N2O3SV",
  "method": "ωB97M-V/def2-TZVPD",
  "multiplicity": 3,
  "orbital_gap_ha": [0.2872, 0.2987],
  "de_lowest_kcal_mol": 25.1,
  "s_squared": 2.017,
  "elements": ["V", "S", "F", "F", "F", "F", "F", "O", "O", "O", "N", "N", "C", "C", "C", "C", "C", "C", "C", "C", "C", "C", "H", "H", "H", "H", "H", "H"],
  "positions_angstrom": [[0.3092, -1.1127, -0.6643], [0.0129, 0.9622, -0.1062], [-2.5793, 5.9095, 1.6806], [-1.3810, 1.4597, 2.4960], [-0.2449, 3.5194, -1.5945], [-1.4241, 5.7863, -0.7694], [-2.5563, 3.7394, 3.3041], [2.1207, -4.6517, -0.0712], [-1.1955, -1.6899, -1.5040], [-2.5129, -3.4352, -2.0593], [2.3457, -1.0960, 0.0260], [0.7124, -2.9293, -0.6871], [-2.0013, 4.7824, 1.2741], [-1.4928, -2.9994, -1.6219], [1.9065, -3.4806, -0.2704], [-0.8087, 3.5463, -0.3876], [-0.3362, -3.8606, -1.1247], [-0.7806, 2.4204, 0.4272], [2.9913, -2.4194, -0.1523], [-1.9879, 3.6757, 2.1001], [-1.3831, 2.5108, 1.6740], [-1.4109, 4.7177, 0.0262], [2.2169, -0.9141, 1.0186], [2.9198, -0.3375, -0.3261], [0.0168, -4.5081, -1.9261], [-0.6761, -4.4987, -0.3103], [3.5347, -2.4252, -1.0958], [3.6846, -2.6714, 0.6443]]
}


(9)
{
  "formula": "C10H6O2RbS",
  "method": "ωB97M-V/def2-TZVPD",
  "orbital_gap_ha": 0.2718,
  "charge": 1,
  "elements": ["Rb", "S", "O", "O", "C", "C", "C", "C", "C", "C", "C", "C", "C", "C", "H", "H", "H", "H", "H", "H"],
  "positions_angstrom": [[1.7758, -4.6098, 0.9759], [4.0507, 0.9009, -0.0607], [1.4770, 1.7734, 2.1071], [0.3499, -2.9016, 0.2436], [-3.0482, 0.2466, -0.7218], [-0.5896, -0.5439, -0.0419], [1.2226, 1.0801, 1.1000], [2.0616, -1.0612, -0.2285], [0.5766, -1.6536, 0.0051], [-0.2736, 0.8933, 0.5235], [-1.9865, -0.8932, -0.6693], [-1.3267, 2.0223, 0.4837], [-2.7226, 1.6736, -0.1523], [2.3489, 0.2484, 0.2867], [4.1090, 0.8454, -1.4664], [-3.5019, 2.5063, -0.2218], [2.8045, -1.6825, -0.8239], [-2.1757, -1.9531, -1.0603], [-1.0804, 3.0575, 0.8992], [-4.0716, 0.0512, -1.1780]]
}